{
  "formula": "C26H32N4O3S",
  "method": "the ωB97M-V functional and the def2-TZVPD basis",
  "e_above_lowest_kcal_mol": 30.75,
  "smiles": "CCOc1ccc2[nH]c(=O)c(CN(CCN3CCCC3)C(=S)Nc3ccccc3OC)cc2c1",
  "lumo_energy_ev": -0.135,
  "total_energy_ha": -1852.90143,
  "gap_ev": 7.335,
  "symbols": ["C", "C", "O", "C", "C", "C", "C", "C", "C", "H", "H", "N", "C", "O", "C", "C", "H", "C", "N", "C", "N", "C", "C", "C", "C", "C", "C", "O", "C", "H", "H", "H", "H", "H", "H", "H", "H", "S", "C", "H", "H", "C", "N", "C", "C", "H", "H", "C", "H", "H", "C", "H", "H", "H", "H", "H", "H", "H", "H", "H", "H", "H", "H", "H", "H", "H"],
  "xyz": [[-6.74501, -0.45630, -0.57875], [-6.96155, 0.73017, 0.35566], [-6.43337, 1.93644, -0.16239], [-5.09640, 2.16206, -0.12656], [-4.14983, 1.35279, 0.47199], [-2.79568, 1.71264, 0.45388], [-2.39787, 2.90316, -0.17812], [-3.36053, 3.71883, -0.77816], [-4.68199, 3.35285, -0.75183], [-5.43860, 3.96978, -1.20911], [-3.05780, 4.63516, -1.26245], [-1.06921, 3.23526, -0.18324], [-0.05549, 2.49483, 0.36907], [1.09758, 2.90011, 0.31956], [-0.47275, 1.25505, 1.01220], [-1.78048, 0.90817, 1.05290], [-2.08530, 0.00061, 1.55723], [0.61633, 0.37837, 1.56708], [1.17931, -0.46795, 0.52820], [2.45875, -0.35035, 0.08280], [3.09604, 0.81755, 0.35726], [4.46996, 1.03453, 0.22295], [5.41069, 0.09766, 0.62144], [6.76373, 0.37342, 0.52182], [7.18448, 1.59578, 0.03771], [6.25705, 2.55226, -0.34889], [4.90071, 2.28336, -0.26478], [3.90500, 3.14529, -0.62777], [4.25100, 4.44509, -1.02400], [3.30504, 4.95819, -1.18978], [4.81482, 4.96857, -0.24441], [4.83171, 4.44420, -1.95312], [6.60470, 3.50128, -0.72636], [8.23797, 1.81820, -0.04295], [7.48389, -0.36926, 0.82869], [5.07879, -0.85272, 1.00703], [2.53765, 1.67579, 0.34571], [3.16703, -1.58062, -0.77753], [0.36507, -1.59179, 0.13035], [-0.66195, -1.23782, 0.00665], [0.73441, -1.94643, -0.83375], [0.42835, -2.75903, 1.15036], [0.03575, -4.04687, 0.65065], [0.95345, -4.68306, -0.29779], [0.08201, -5.20416, -1.44175], [0.46624, -6.12741, -1.87010], [0.01045, -4.45765, -2.23459], [-1.27588, -5.37950, -0.76663], [-2.10646, -5.40640, -1.47002], [-1.28220, -6.29310, -0.17226], [-1.32439, -4.16306, 0.15075], [-1.64308, -3.27999, -0.42535], [-2.01392, -4.29113, 0.99129], [1.72818, -3.99727, -0.64727], [1.44702, -5.51509, 0.21890], [1.46007, -2.84479, 1.49974], [-0.20799, -2.53140, 2.01278], [1.40817, 0.99511, 1.99600], [0.20726, -0.26672, 2.35167], [-0.78987, 4.10100, -0.63017], [-4.41843, 0.43320, 0.96717], [-8.03162, 0.92888, 0.45950], [-6.55141, 0.52603, 1.35227], [-7.19038, -0.24704, -1.54792], [-5.68563, -0.65275, -0.72432], [-7.21361, -1.34203, -0.15911]],
  "forces_ev_per_a": [[0.042, 0.385, 0.152], [-0.134, -0.411, 0.015], [-0.011, 0.222, -0.121], [0.277, 0.050, 0.016], [-0.283, 0.095, -0.069], [-0.046, 0.598, -0.349], [-0.579, -0.554, 0.251], [-0.028, -0.086, 0.041], [0.008, -0.194, 0.096], [-0.077, 0.091, -0.064], [0.013, 0.117, -0.064], [0.333, 0.276, -0.125], [-0.363, 0.159, -0.091], [0.311, 0.064, -0.006], [-0.298, -0.321, 0.227], [0.524, 0.197, 0.053], [0.027, -0.130, 0.065], [-0.093, 0.240, 0.051], [0.231, 0.374, 0.073], [0.002, -0.248, -0.164], [-0.432, 0.448, 0.165], [0.461, 0.143, -0.052], [-0.001, 0.180, 0.049], [0.050, 0.002, 0.008], [0.047, -0.007, -0.006], [-0.040, 0.176, -0.078], [-0.137, -0.267, 0.036], [0.080, -0.494, 0.185], [0.041, 0.252, -0.076], [0.083, 0.022, -0.009], [-0.012, -0.032, -0.037], [-0.014, -0.007, 0.059], [-0.021, 0.092, -0.032], [0.084, 0.022, -0.007], [0.066, -0.067, 0.030], [-0.033, -0.014, 0.018], [-0.123, -0.174, 0.116], [0.356, -0.417, -0.380], [-0.139, -0.535, -0.031], [0.053, -0.008, -0.032], [-0.150, 0.067, 0.082], [0.064, 0.207, 0.006], [-0.209, -0.026, -0.169], [0.313, -0.273, -0.034], [0.021, -0.013, 0.164], [0.034, -0.006, -0.075], [0.002, 0.021, -0.045], [-0.027, 0.160, -0.014], [-0.049, -0.048, 0.014], [-0.048, -0.057, 0.030], [-0.185, -0.042, 0.135], [-0.040, -0.015, -0.010], [-0.097, 0.055, -0.084], [-0.025, 0.014, 0.043], [0.104, 0.020, -0.151], [-0.021, 0.131, 0.057], [0.095, 0.061, 0.069], [-0.104, -0.134, 0.014], [0.022, 0.100, -0.027], [0.069, -0.174, 0.106], [-0.082, -0.106, 0.031], [0.162, -0.042, 0.076], [-0.059, 0.077, -0.053], [-0.044, -0.015, -0.083], [0.067, -0.078, -0.027], [-0.037, -0.123, 0.032]]
}

{
  "formula": "C2H4N2OS2",
  "method": "the ωB97M-V functional and the def2-TZVPD basis",
  "e_above_lowest_kcal_mol": 100.26,
  "smiles": "NC(=S)C(=S)NO",
  "lumo_energy_ev": -0.803,
  "total_energy_ha": -1059.58350,
  "gap_ev": 7.788,
  "symbols": ["C", "C", "H", "H", "H", "H", "N", "N", "O", "S", "S"],
  "xyz": [[0.82489, 0.03507, -0.20718], [-0.36397, 0.13093, 0.53078], [2.60957, -1.12151, -0.32802], [1.60474, -1.11945, 1.33829], [-2.24762, 0.24566, 0.19056], [-1.61291, -2.22091, -0.88264], [1.75215, -0.71216, 0.34164], [-1.43106, -0.39906, -0.06599], [-1.26712, -1.11616, -1.23733], [1.00510, 0.70663, -1.78979], [-0.70697, 0.53888, 2.14662]],
  "forces_ev_per_a": [[3.018, 0.762, -3.751], [-3.012, -0.123, 3.113], [-3.142, 1.807, 2.602], [0.398, 0.995, -2.485], [0.544, -2.048, -1.209], [1.548, 4.915, -1.777], [3.418, -3.185, 0.456], [-1.311, 1.611, 0.200], [-2.456, -4.706, 1.663], [-0.286, -0.557, 2.283], [1.281, 0.530, -1.095]]
}

{
  "formula": "C3H4N2O2S",
  "method": "the ωB97M-V functional and the def2-TZVPD basis",
  "e_above_lowest_kcal_mol": 73.03,
  "smiles": "O=CO/N=C\\NC=S",
  "lumo_energy_ev": -0.216,
  "total_energy_ha": -774.81040,
  "gap_ev": 8.616,
  "symbols": ["C", "C", "C", "H", "H", "H", "H", "N", "N", "O", "O", "S"],
  "xyz": [[-1.83237, -0.31849, 0.14038], [-0.02426, 1.37651, -0.41007], [2.13640, -1.24718, 0.18731], [-2.78245, -0.20373, 0.73220], [-1.84431, 1.69213, 0.39979], [-0.00845, 2.39961, -0.79637], [1.97626, -2.11711, 0.81273], [-1.24427, 0.93550, 0.02523], [1.07885, 0.73539, -0.46218], [1.00077, -0.49563, 0.18890], [3.11318, -0.91154, -0.38003], [-1.56936, -1.84546, -0.43791]],
  "forces_ev_per_a": [[-1.173, -0.496, 0.338], [0.992, -0.598, -0.749], [-0.295, 1.447, -0.399], [0.953, 0.060, -0.554], [0.596, -0.854, -0.455], [0.109, -0.384, 0.105], [-0.146, -0.357, 0.116], [-1.652, -0.227, 1.072], [0.383, 0.359, 0.132], [-1.097, -0.104, 0.474], [1.103, -0.455, -0.300], [0.228, 1.611, 0.221]]
}

{
  "formula": "C9H12FN3",
  "method": "the ωB97M-V functional and the def2-TZVPD basis",
  "e_above_lowest_kcal_mol": 87.93,
  "smiles": "[H]/N=C(\\N)NCCc1cccc(F)c1",
  "lumo_energy_ev": 0.428,
  "total_energy_ha": -614.14995,
  "gap_ev": 8.518,
  "symbols": ["C", "C", "C", "C", "C", "C", "C", "C", "C", "H", "H", "H", "H", "H", "H", "H", "H", "H", "H", "H", "H", "N", "N", "N", "F"],
  "xyz": [[2.07111, 0.34380, -1.02151], [0.72984, -1.75705, -1.35357], [-0.80777, -1.56165, -1.40341], [-1.00971, -0.80796, -0.18239], [-1.29849, -1.48668, 1.05037], [-1.39939, -0.76798, 2.33031], [-1.18088, 0.60266, 2.39001], [-1.21282, 1.21010, 1.16337], [-1.06484, 0.56446, 0.00423], [2.74937, 0.79806, 0.75579], [1.01647, 0.27942, 0.50287], [2.84936, 2.08592, -0.90878], [1.28339, -0.20890, -2.81671], [1.11745, -2.61405, -2.02664], [1.21850, -2.13730, -0.37897], [-1.03886, -2.62085, -1.44720], [-1.11845, -1.10306, -2.35686], [-1.38700, -2.66974, 1.04033], [-1.60815, -1.35016, 3.19363], [-1.08269, 1.26837, 3.35845], [-0.91519, 1.14959, -0.79036], [2.12792, 0.17079, 0.29217], [2.62361, 1.44439, -1.75503], [1.55596, -0.64088, -1.87032], [-1.79988, 2.47382, 0.81580]],
  "forces_ev_per_a": [[3.033, 4.102, -7.567], [3.580, -1.636, -2.014], [2.636, -0.674, -1.001], [-2.575, -0.719, 4.411], [-0.012, -0.957, 0.963], [1.168, -1.270, -2.949], [-0.594, 1.842, 2.453], [-1.954, 2.119, -0.742], [0.681, -3.001, -0.690], [-0.091, 0.609, 0.336], [3.456, -0.407, 0.746], [-0.103, -0.778, -2.045], [0.664, -1.088, 2.142], [-1.329, 0.925, 0.623], [-1.391, 1.156, -1.048], [-1.340, 0.066, 0.637], [0.199, 0.041, 0.527], [0.053, 2.724, 0.171], [0.129, -0.274, 0.699], [-0.687, -1.733, -1.969], [0.014, 2.362, -3.257], [-4.318, -1.089, 1.903], [-1.739, -2.745, 5.246], [-1.231, 1.303, 0.389], [1.752, -0.879, 2.038]]
}